11
Properties=species:S:1:pos:R:3:forces:R:3:nbo_charge:R:1 method="wB97M-V/def2-TZVPD" charge=0 homo_lumo_gap_ev=10.0 e_lumo_ev=-0.247 spin_multiplicity=1 smiles="O=C1C=COC=NO1"
C -0.99858 0.95303 0.36698 -4.099 0.911 0.507 0.722
C 1.17113 -0.01932 -1.35463 -2.038 1.462 0.483 0.313
C 0.32528 -1.03899 0.72467 3.857 -4.375 1.173 0.210
C -0.73825 -0.36638 0.86553 -2.833 0.549 0.927 -0.439
H 1.81205 -0.06563 -2.22940 0.321 -1.310 0.434 0.220
H 0.55380 -1.75328 1.72703 0.048 1.199 -3.806 0.228
H -1.47932 -0.87522 1.53112 0.689 1.560 -0.124 0.263
N 0.52622 1.10815 -1.52914 1.154 -2.114 1.491 -0.144
O -1.99109 1.47947 0.85836 1.541 0.195 -0.726 -0.525
O -0.31777 1.66906 -0.54815 0.489 -0.164 -0.352 -0.358
O 1.13654 -1.09089 -0.41237 0.870 2.086 -0.007 -0.490

146
Properties=species:S:1:pos:R:3:forces:R:3:lowdin_charge:R:1 method="wB97M-V/def2-TZVPD" charge=0 homo_lumo_gap_ev=6.7 e_lumo_ev=-1.719 spin_multiplicity=1 smiles="CCCCCCCCCCCCCCCCCCCCc1cc(CCOCC)c2nsnc2c1.O=C1OC[C@@H](F)O1.O=C1OC[C@@H](F)O1.O=C1OC[C@@H](F)O1.O=C1OC[C@@H](F)O1.O=C1OC[C@@H](F)O1.O=C1OC[C@@H](F)O1"
C 12.60924 -5.48639 -2.58092 -0.318 -0.247 -0.411 -0.170
C 12.52659 -4.60753 -1.18372 -0.283 -0.292 -0.275 -0.271
C 12.98802 -3.01794 -1.38801 -0.275 -1.257 -0.384 -0.227
C 12.11739 -2.05447 -0.38674 -0.316 -0.252 -0.659 -0.221
C 12.41332 -0.44627 -0.54316 -0.536 0.666 1.509 -0.207
C 11.17480 0.37228 -1.29697 0.982 -0.689 -1.077 -0.212
C 11.42770 1.99394 -1.37677 -0.797 -0.035 -0.485 -0.216
C 10.88633 2.83251 -0.06536 0.792 -0.899 0.415 -0.215
C 9.27470 2.68518 0.21772 0.014 1.143 -0.117 -0.228
C 8.33352 3.66855 -0.72771 0.370 -0.320 0.829 -0.211
C 6.91872 3.92752 0.12579 0.516 -0.718 -0.464 -0.223
C 5.58042 3.91058 -0.82114 -0.068 0.638 -0.210 -0.224
C 4.25584 4.62516 -0.16000 -0.305 0.315 -0.384 -0.216
C 2.90626 3.65941 -0.15482 0.134 0.365 1.761 -0.216
C 1.51503 4.53808 -0.32871 0.371 -0.077 -0.169 -0.213
C 0.86393 4.40668 -1.86076 0.593 -1.279 0.929 -0.192
C -0.34183 3.30243 -1.74688 -0.264 -0.968 -1.066 -0.239
C -1.63353 3.57717 -2.71828 0.190 -0.249 0.038 -0.199
C -3.02289 2.89466 -2.08448 -0.325 1.216 -0.941 -0.203
C -3.56445 1.60819 -2.95338 -1.070 -0.163 0.447 -0.188
C -3.32875 0.14806 -2.23726 2.509 -3.498 2.577 -0.110
C -4.39108 -1.13448 -2.37435 2.809 -1.933 2.105 0.038
C -4.10397 -2.62207 -1.67324 1.120 3.340 -0.482 -0.088
C -5.16244 -3.86740 -1.82008 -0.161 0.839 0.195 -0.138
C -5.20602 -4.86658 -0.48641 1.280 -0.678 -1.145 -0.205
O -5.17837 -4.13811 0.79309 0.881 -1.896 -0.620 -0.247
C -4.52525 -4.90934 1.86244 1.611 -0.033 1.754 -0.261
C -3.89350 -3.88517 3.01783 0.534 -0.363 -0.471 -0.095
C -2.71490 -2.80589 -0.82223 3.200 0.338 1.707 -0.167
N -2.10313 -3.98398 -0.09676 0.121 4.383 -1.425 -0.281
S -0.55159 -3.50623 0.63508 -3.318 2.202 -2.576 0.855
N -0.36858 -1.81929 0.20430 -6.022 -2.426 -2.686 -0.276
C -1.63589 -1.59263 -0.59529 -0.507 1.233 -0.913 -0.241
C -1.98661 -0.14636 -1.31515 -2.599 -0.913 -1.271 0.054
H 11.91313 -6.45539 -2.54980 1.483 2.160 0.120 0.075
H 12.22768 -4.83523 -3.50550 0.911 -1.393 2.028 0.075
H 13.70171 -5.88962 -2.81749 -2.267 1.096 0.546 0.076
H 11.41427 -4.63620 -0.77385 2.272 0.094 -0.939 0.106
H 13.19007 -5.16314 -0.39228 -1.228 1.244 -1.382 0.101
H 14.14682 -3.00025 -1.21260 -2.197 0.360 -0.187 0.109
H 12.80865 -2.78371 -2.54427 0.285 -0.186 2.581 0.112
H 12.25011 -2.45467 0.72201 -0.193 1.048 -2.301 0.118
H 10.97073 -2.20968 -0.66646 2.399 0.183 0.640 0.117
H 12.47789 -0.00343 0.56286 -0.077 -0.930 -2.466 0.085
H 13.44814 -0.21243 -1.04162 -2.043 -0.557 0.682 0.113
H 11.18319 -0.02895 -2.41948 -0.148 0.855 2.273 0.115
H 10.13263 0.06358 -0.85703 2.110 0.727 -0.612 0.101
H 12.57054 2.16225 -1.60566 -2.229 -0.179 0.682 0.111
H 10.83752 2.40066 -2.32227 1.207 -0.818 1.886 0.109
H 11.25861 3.96284 -0.12431 -1.101 -2.355 0.037 0.117
H 11.43675 2.36462 0.87356 -1.064 0.940 -1.801 0.097
H 8.88584 1.58607 0.08134 0.945 2.100 0.523 0.108
H 9.09791 3.06438 1.33500 0.341 -1.072 -2.338 0.117
H 8.95798 4.66802 -0.86710 -1.572 -1.979 0.074 0.112
H 8.13275 3.15398 -1.77314 0.356 1.181 2.132 0.113
H 6.84271 3.00969 0.86747 0.016 1.973 -1.339 0.110
H 7.06265 4.90391 0.75919 -0.524 -1.803 -1.267 0.113
H 5.79291 4.48758 -1.84173 -0.286 -1.490 2.115 0.119
H 5.31785 2.78861 -1.03435 0.594 2.154 0.182 0.109
H 4.54946 4.99213 0.91986 -0.866 -0.855 -1.995 0.109
H 3.93000 5.60738 -0.75421 1.014 -2.099 1.128 0.110
H 2.86646 3.19027 0.94116 0.059 0.800 -2.383 0.111
H 2.97537 2.74951 -0.88864 -0.123 1.936 1.136 0.106
H 0.77728 4.14445 0.51016 1.272 0.948 -1.996 0.103
H 1.72516 5.66994 -0.11076 -0.244 -2.170 -0.279 0.101
H 0.55763 5.43752 -2.32151 0.340 -2.014 1.026 0.106
H 1.70461 3.91637 -2.55174 -1.825 1.319 1.394 0.117
H -0.75773 3.13154 -0.66031 1.010 0.726 -1.988 0.098
H 0.11870 2.25290 -2.07906 -0.948 2.170 0.804 0.115
H -1.44645 3.14639 -3.81427 -0.366 0.862 2.415 0.118
H -1.74725 4.73971 -2.85211 -0.003 -2.252 0.425 0.105
H -3.85067 3.74601 -2.20701 1.673 -1.962 0.350 0.113
H -2.94189 2.67576 -0.93749 -0.020 0.252 -2.273 0.110
H -4.74454 1.75105 -3.06210 2.512 -0.545 0.263 0.116
H -3.14384 1.68348 -4.05507 -0.630 -0.510 2.341 0.119
H -5.37370 -0.99360 -3.01574 2.204 -0.412 1.554 0.099
H -4.87797 -4.48600 -2.79329 -0.559 1.077 2.242 0.126
H -6.23556 -3.40868 -2.01441 2.267 -0.832 0.430 0.119
H -4.23462 -5.54923 -0.59109 -2.018 1.462 0.464 0.124
H -6.12605 -5.58831 -0.56082 1.476 1.445 0.131 0.125
H -3.59900 -5.55510 1.49442 -2.093 1.458 0.282 0.116
H -5.23089 -5.64484 2.44281 0.877 1.329 -1.391 0.116
H -4.73348 -3.38602 3.66757 1.714 -0.849 -1.390 0.077
H -3.17220 -3.08511 2.50789 -1.879 -1.615 1.051 0.072
H -3.17881 -4.52068 3.72980 -1.746 1.215 -1.498 0.091
H -1.21542 0.72023 -1.15289 -1.707 -1.847 -0.409 0.074
C -7.93745 -4.61267 2.13689 1.210 0.415 -0.356 -0.073
C -8.66909 -5.88965 1.90080 0.184 -0.653 0.293 -0.326
O -9.92193 -5.66870 2.50781 -0.088 0.833 -0.437 0.150
C -10.12876 -4.32508 2.41511 -2.480 1.491 0.510 -0.486
O -11.21092 -3.78634 2.57808 2.476 -1.408 -0.298 0.138
O -8.97626 -3.65451 2.10927 -1.265 -0.372 0.177 0.076
F -8.06311 -6.91731 2.53668 0.071 -0.334 -0.065 0.079
H -7.44188 -4.58259 3.11305 -0.115 -0.241 -0.057 0.151
H -7.19533 -4.40881 1.36030 -0.209 0.190 0.212 0.115
H -8.81081 -6.13685 0.84329 0.025 -0.167 0.134 0.177
C -10.55279 -0.90012 2.67954 -0.348 -1.277 -0.295 -0.081
C -11.42098 0.31047 2.63037 -0.964 -0.137 0.164 -0.319
O -10.55812 1.35122 3.02936 0.889 -0.042 -0.460 0.129
C -9.31588 0.95195 2.63682 2.420 1.088 -0.182 -0.504
O -8.35132 1.69446 2.55832 -2.075 -1.464 0.246 0.129
O -9.28402 -0.38174 2.33395 0.339 1.570 0.108 0.079
F -12.42503 0.22077 3.53120 -0.277 0.132 0.110 0.088
H -10.50296 -1.34539 3.67886 -0.196 0.170 -0.073 0.153
H -10.86938 -1.66814 1.96869 0.199 0.292 0.182 0.114
H -11.82877 0.53034 1.63795 -0.049 -0.016 0.424 0.147
C -11.29682 1.55231 -1.60382 0.483 1.293 0.255 -0.064
C -11.87137 0.81970 -2.76781 0.239 -0.069 -0.850 -0.328
O -11.94638 -0.51275 -2.31411 -0.365 0.373 0.865 0.150
C -12.11404 -0.41903 -0.96512 -0.886 -2.515 1.907 -0.490
O -12.49119 -1.33772 -0.25686 1.038 2.287 -1.585 0.158
O -11.81527 0.83336 -0.50279 -0.371 -0.948 -0.308 0.046
F -11.03187 0.86242 -3.82662 -0.049 0.027 -0.255 0.083
H -10.20256 1.51565 -1.57838 -0.122 -0.106 -0.227 0.153
H -11.61356 2.59832 -1.57323 -0.035 -0.226 0.174 0.150
H -12.86725 1.16330 -3.06727 0.147 -0.061 -0.144 0.180
C 13.51927 1.12179 4.24433 1.131 0.619 -0.180 -0.074
C 12.77255 0.36552 5.28939 -0.249 0.188 0.795 -0.332
O 11.52167 0.11988 4.68785 0.530 -0.243 -0.704 0.146
C 11.77699 0.05977 3.35074 -2.045 -1.071 -2.437 -0.499
O 11.00609 -0.40382 2.52693 1.856 1.192 2.026 0.138
O 13.00670 0.57567 3.04559 -0.905 -0.527 0.095 0.056
F 12.57443 1.12842 6.38775 0.012 -0.058 0.297 0.081
H 13.31281 2.19700 4.27068 -0.110 -0.151 0.222 0.151
H 14.59985 0.97029 4.31358 -0.191 -0.058 -0.191 0.146
H 13.23716 -0.58457 5.57399 -0.092 0.121 0.147 0.178
C -1.64861 -2.52558 -4.85981 -0.607 -0.474 1.032 -0.085
C -0.92839 -2.97430 -6.08523 -0.195 -0.437 -0.598 -0.332
O -0.61568 -1.76800 -6.74397 0.273 0.236 0.778 0.143
C -0.49149 -0.84352 -5.75071 1.204 3.028 -0.047 -0.501
O 0.03707 0.24661 -5.89254 -1.351 -2.574 0.351 0.141
O -1.02496 -1.29001 -4.57278 0.585 0.466 -0.864 0.059
F -1.74295 -3.69784 -6.88562 0.011 -0.278 -0.203 0.079
H -2.71741 -2.36104 -5.03294 0.125 -0.120 -0.184 0.144
H -1.53167 -3.22619 -4.02863 0.048 0.270 -0.001 0.142
H -0.00839 -3.53397 -5.88552 -0.125 -0.059 -0.165 0.178
C -10.05590 4.72451 4.49914 0.821 -0.216 -1.085 -0.074
C -10.15877 4.24447 5.90651 0.527 -0.014 0.568 -0.330
O -11.25911 4.96076 6.41941 -0.415 -0.235 -0.749 0.141
C -12.06287 5.19371 5.34406 -3.107 1.077 -0.126 -0.502
O -13.22916 5.54192 5.42400 2.829 -0.779 -0.215 0.142
O -11.40465 4.98193 4.16365 -0.737 0.124 0.870 0.074
F -9.05959 4.58784 6.61473 0.196 -0.120 0.254 0.079
H -9.47647 5.64938 4.40828 0.001 -0.109 0.283 0.150
H -9.62306 3.97259 3.83381 -0.222 0.088 0.013 0.130
H -10.34287 3.16903 6.00160 0.131 0.100 0.113 0.178

80
Properties=species:S:1:pos:R:3:forces:R:3:lowdin_charge:R:1 method="wB97M-V/def2-TZVPD" charge=0 homo_lumo_gap_ev=8.2 e_lumo_ev=0.343 spin_multiplicity=1 smiles="CP(C)[C@@H]1OC(=O)C[C@H]1CC(=O)F.ClCCl.ClCCl.ClCCl.ClCCl.ClCCl.ClCCl.ClCCl.ClCCl.ClCCl.ClCCl.ClCCl"
C 2.56498 -2.01261 1.27812 -0.085 -0.448 -1.013 -0.290
P 2.29545 -0.37423 0.30386 0.786 1.888 1.142 0.884
C 3.79745 -0.33397 -0.88661 -0.135 -1.696 0.258 -0.324
C 0.65005 -0.43271 -0.64476 0.615 -1.986 -0.600 -0.429
O 0.09195 0.80527 -1.19252 -1.574 -0.949 -0.081 -0.156
C -1.34068 0.64493 -1.06267 -2.577 -0.205 0.016 -0.366
O -2.24942 0.76611 -1.90663 4.300 0.095 2.735 0.071
C -1.49660 0.20009 0.46707 1.617 -0.098 -1.806 -0.074
C -0.39067 -1.00776 0.43999 -1.348 0.929 0.636 -0.262
C -1.04714 -2.46737 0.24987 0.567 -1.070 -0.816 -0.037
C -1.03520 -2.99251 -1.28563 -0.924 2.444 -3.095 -0.274
O -1.41265 -2.30847 -2.25298 1.546 -3.095 4.175 0.102
F -0.53735 -4.32065 -1.61312 -0.880 2.344 1.350 -0.025
H 2.62875 -2.88814 0.53975 0.130 0.969 1.214 0.044
H 1.71816 -2.22036 2.01271 1.270 0.441 -0.925 0.032
H 3.56549 -1.86066 1.83311 -1.665 -0.298 -0.912 0.056
H 3.71140 0.45700 -1.70121 0.108 -1.149 1.226 0.023
H 3.87217 -1.41676 -1.30705 0.167 1.940 0.256 0.022
H 4.71360 -0.16045 -0.20209 -1.521 -0.123 -1.264 0.022
H 0.89332 -1.03774 -1.58445 -1.059 0.161 1.335 0.134
H -0.95957 1.05612 1.01749 -1.260 -1.449 -0.588 0.087
H -2.54955 -0.04946 0.81680 1.606 0.386 -0.551 0.060
H 0.02540 -0.92752 1.51008 -0.227 -0.592 -1.767 0.116
H -0.50458 -3.25980 0.88651 -0.951 1.278 -0.940 0.126
H -2.15572 -2.41458 0.53990 1.741 -0.218 -0.427 0.055
C 2.07829 -6.02157 -3.59405 -0.307 -0.014 -0.121 -1.022
Cl 3.01402 -7.39446 -2.98972 -0.049 -0.053 -0.026 0.502
Cl 2.95236 -4.50226 -3.36548 -0.110 0.046 -0.042 0.486
H 1.88762 -6.16364 -4.65676 0.150 0.023 0.167 0.029
H 1.13418 -5.97099 -3.05328 0.221 0.029 0.018 0.012
C 3.74857 3.50242 0.79279 -0.124 0.135 0.038 -0.992
Cl 4.89584 2.27379 1.34148 0.084 0.164 0.184 0.493
Cl 3.15151 3.14591 -0.83255 0.027 0.208 0.151 0.505
H 2.90444 3.53020 1.48064 0.100 -0.164 -0.156 0.031
H 4.24745 4.47047 0.78141 0.002 -0.211 -0.083 0.028
C -3.75691 1.64483 3.57656 -0.054 0.048 0.233 -1.013
Cl -4.10673 0.00771 3.00727 -0.099 0.428 0.414 0.481
Cl -2.45757 2.38890 2.63116 0.003 0.114 0.375 0.516
H -4.65518 2.25140 3.48119 0.170 -0.189 -0.120 -0.040
H -3.45253 1.59831 4.62124 0.048 -0.040 -0.210 0.031
C -3.30927 -5.96801 -3.16802 -0.002 0.293 0.055 -1.031
Cl -2.82056 -6.67314 -4.71355 0.013 0.091 -0.036 0.502
Cl -3.52757 -7.21717 -1.93540 -0.035 0.082 0.063 0.491
H -2.53775 -5.27430 -2.83617 -0.035 -0.213 -0.065 -0.001
H -4.25006 -5.43641 -3.30360 0.104 -0.206 -0.030 0.029
C -4.69282 -4.19025 1.34112 -0.212 -0.151 -0.138 -0.981
Cl -4.18707 -2.62423 1.98705 -0.238 -0.458 -0.126 0.502
Cl -3.39097 -5.37950 1.46414 -0.037 -0.032 -0.051 0.511
H -5.55306 -4.54648 1.90593 0.215 0.082 0.009 0.032
H -4.96413 -4.06891 0.29317 0.145 0.019 0.148 0.031
C -5.75461 1.87876 -1.04163 -0.015 0.202 -0.191 -0.999
Cl -6.45683 0.25718 -0.98186 -0.060 -0.005 -0.061 0.503
Cl -4.62994 2.13727 0.29609 -0.071 0.180 -0.187 0.529
H -5.21797 1.99765 -1.98202 0.040 -0.159 0.211 0.029
H -6.55578 2.61375 -0.97772 0.091 -0.186 0.106 0.027
C 0.23056 4.88337 -3.36880 -0.228 -0.212 -0.160 -0.998
Cl 1.45520 5.97810 -2.71131 0.016 0.181 -0.034 0.510
Cl 0.35302 3.27597 -2.64653 -0.190 0.180 -0.209 0.565
H -0.75725 5.29124 -3.15804 0.183 -0.060 0.068 0.027
H 0.37275 4.79973 -4.44531 0.096 0.020 0.201 0.028
C 6.87926 -4.12109 -3.45264 -0.115 -0.165 -0.171 -1.036
Cl 6.04819 -3.70963 -1.94817 0.009 -0.022 0.025 0.477
Cl 8.41695 -3.26003 -3.59075 0.019 -0.043 -0.091 0.501
H 7.07116 -5.19294 -3.46862 0.023 0.197 0.110 0.029
H 6.24363 -3.84754 -4.29365 0.096 0.062 0.188 0.022
C -5.00437 5.49554 4.84104 -0.069 0.313 -0.028 -0.993
Cl -4.53248 4.78127 3.29476 -0.119 0.469 -0.002 0.534
Cl -5.22412 4.25197 6.07863 -0.020 0.029 0.068 0.514
H -4.22499 6.18369 5.16509 -0.047 -0.222 -0.056 0.032
H -5.94160 6.03461 4.71069 0.103 -0.201 0.015 0.029
C -0.73653 7.96105 -0.24822 -0.022 0.029 -0.273 -1.039
Cl 0.55924 8.52993 0.81089 0.047 0.030 -0.093 0.497
Cl -1.96010 7.06595 0.66152 -0.071 -0.041 -0.071 0.493
H -1.20747 8.82022 -0.72373 0.050 -0.093 0.209 0.029
H -0.31048 7.30636 -1.00747 0.006 0.041 0.240 -0.032
C 6.71459 1.29759 4.75807 -0.058 0.253 0.012 -1.033
Cl 7.19040 0.59224 3.20924 0.053 0.039 -0.006 0.479
Cl 6.53606 0.05283 6.00041 -0.028 0.072 0.068 0.498
H 7.47936 2.00562 5.07390 -0.045 -0.221 -0.057 0.028
H 5.76301 1.81294 4.63400 0.103 -0.194 -0.041 0.019